[1]
Computed, not measured: a 8-piece molecular cluster, C8H32N16O8 overall at a distorted geometry, with ωB97M-V with the def2-TZVPD basis set.

Cartesian coordinates (Å):
N: -1.810 -2.203 -5.054
C: -1.871 -2.454 -3.699
N: -0.659 -2.652 -3.102
O: -2.876 -2.692 -3.040
H: -0.902 -2.107 -5.464
H: -2.614 -2.422 -5.610
H: 0.102 -2.679 -3.762
H: -0.537 -3.235 -2.292
N: 3.081 3.542 4.518
C: 2.884 2.480 3.737
N: 3.553 1.362 4.153
O: 2.267 2.492 2.663
H: 2.829 4.456 4.182
H: 3.414 3.465 5.459
H: 3.563 0.534 3.588
H: 3.861 1.385 5.106
N: -2.608 0.792 0.897
C: -3.172 -0.005 -0.076
N: -4.527 0.047 -0.125
O: -2.445 -0.711 -0.760
H: -3.062 1.275 1.648
H: -1.597 0.824 0.755
H: -5.110 0.527 0.531
H: -4.853 -0.769 -0.625
N: 1.930 -0.217 0.968
C: 0.794 -0.075 0.226
N: 0.384 -1.234 -0.351
O: 0.158 0.982 0.112
H: 2.200 0.615 1.471
H: 2.566 -0.940 0.608
H: 0.804 -2.129 -0.189
H: -0.506 -1.102 -0.819
N: -0.468 3.357 2.122
C: -1.295 4.172 2.802
N: -2.580 4.175 2.280
O: -1.042 4.729 3.864
H: -0.691 3.059 1.189
H: 0.458 3.205 2.501
H: -2.788 4.075 1.306
H: -3.282 4.475 2.932
N: 4.132 -3.450 -1.757
C: 3.742 -2.318 -1.165
N: 3.576 -1.289 -2.054
O: 3.525 -2.208 0.046
H: 4.232 -3.564 -2.746
H: 4.208 -4.276 -1.188
H: 3.148 -0.408 -1.832
H: 4.025 -1.352 -2.949
N: 0.562 -5.937 0.683
C: -0.032 -5.084 -0.206
N: -1.283 -4.730 0.119
O: 0.475 -4.792 -1.299
H: 1.511 -6.083 0.380
H: -0.006 -6.405 1.358
H: -1.758 -4.119 -0.530
H: -1.752 -5.098 0.923
N: -1.654 5.184 -1.445
C: -1.011 4.049 -1.888
N: -1.692 2.929 -1.466
O: -0.032 4.020 -2.610
H: -1.282 6.104 -1.603
H: -2.570 5.203 -1.041
H: -2.478 3.145 -0.893
H: -1.140 2.082 -1.487

The SMILES is NC(N)=O.NC(N)=O.NC(N)=O.NC(N)=O.NC(N)=O.NC(N)=O.NC(N)=O.NC(N)=O. For the relative energy (zero: lowest compared OMol25 entry of this formula, charge and spin), the calculation gives 1.874 eV. The value obtained for the orbital gap is 9.3 eV. The lowest unoccupied orbital energy is 0.44 eV.


[2]
Computed, not measured: a 8-piece molecular cluster, C8H32O12 overall at a distorted geometry, with ωB97M-V with the def2-TZVPD basis set.

Cartesian coordinates (Å):
O: 4.449 -2.024 0.928
C: 3.776 -2.361 -0.294
C: 3.877 -1.160 -1.214
O: 3.113 -0.084 -0.763
H: 4.351 -2.720 1.525
H: 4.338 -3.159 -0.708
H: 2.789 -2.683 0.004
H: 3.661 -1.483 -2.241
H: 4.933 -0.879 -1.220
H: 3.078 -0.142 0.192
O: 0.979 1.231 -2.015
C: 1.261 1.638 -3.309
C: 0.048 1.913 -4.150
O: -0.714 3.105 -3.785
H: 1.684 0.632 -1.728
H: 1.928 2.544 -3.241
H: 1.892 0.864 -3.829
H: -0.621 1.042 -4.016
H: 0.483 2.102 -5.105
H: -1.337 2.768 -3.129
O: -0.093 3.118 2.854
C: 0.794 3.723 2.002
C: 1.018 3.064 0.708
O: 2.019 2.012 0.975
H: 0.008 3.187 3.816
H: 0.389 4.736 1.778
H: 1.841 3.827 2.485
H: 1.406 3.819 0.034
H: 0.105 2.587 0.277
H: 2.201 1.583 0.102
O: -5.813 -3.361 2.675
C: -4.371 -3.323 2.458
C: -3.965 -1.925 1.858
O: -2.752 -1.983 1.160
H: -6.204 -2.533 2.528
H: -3.746 -3.465 3.366
H: -4.163 -4.206 1.792
H: -3.806 -1.276 2.728
H: -4.818 -1.529 1.276
H: -2.071 -1.280 1.436
O: -1.309 1.290 -0.655
H: -0.561 1.382 -1.275
H: -1.672 0.390 -0.860
O: -2.151 -1.362 -1.411
H: -2.571 -1.626 -0.574
H: -1.235 -1.691 -1.342
O: 0.036 -2.456 0.543
H: -0.273 -3.301 0.885
H: -0.183 -1.648 1.107
O: -0.642 -0.007 1.838
H: -0.741 0.518 1.003
H: -0.642 0.591 2.534

The SMILES is OCCO.OCCO.OCCO.OCCO.O.O.O.O. For the relative energy (zero: lowest compared OMol25 entry of this formula, charge and spin), the calculation gives 1.197 eV. The value obtained for the orbital gap is 10.6 eV. The lowest unoccupied orbital energy is 0.41 eV.


[3]
Computed, not measured: a 8-piece molecular cluster, C8H32O8 overall at a distorted geometry, with ωB97M-V with the def2-TZVPD basis set.

Cartesian coordinates (Å):
C: 7.015 36.229 29.918
O: 6.800 36.626 31.290
H: 8.034 36.333 29.563
H: 6.330 36.738 29.246
H: 6.745 35.271 29.750
H: 7.639 37.294 31.403
C: 11.099 31.144 31.756
O: 11.476 30.730 33.119
H: 11.293 32.264 31.590
H: 9.979 31.135 31.616
H: 11.529 30.611 31.019
H: 11.308 31.358 33.662
C: 7.818 29.081 33.117
O: 6.682 28.695 33.679
H: 7.857 30.133 33.313
H: 8.000 29.066 31.923
H: 8.589 28.694 33.694
H: 6.946 28.242 34.553
C: 10.983 35.017 30.270
O: 11.326 35.949 29.365
H: 10.641 35.449 31.288
H: 11.855 34.277 30.290
H: 10.080 34.455 30.116
H: 11.233 35.416 28.545
C: 4.327 37.685 33.314
O: 4.409 37.750 31.849
H: 5.167 37.238 33.723
H: 3.695 36.890 33.508
H: 4.059 38.581 33.983
H: 5.161 37.351 31.645
C: 6.308 36.234 36.133
O: 6.180 37.393 36.754
H: 5.483 35.547 35.832
H: 7.011 35.618 36.677
H: 6.581 36.472 35.076
H: 6.075 37.191 37.693
C: 7.159 33.259 32.038
O: 6.760 34.242 33.050
H: 7.236 32.256 32.259
H: 8.169 33.388 31.633
H: 6.360 33.152 31.398
H: 6.659 35.101 32.601
C: 3.501 32.762 32.549
O: 4.340 32.580 33.708
H: 3.348 31.936 31.916
H: 3.706 33.604 32.029
H: 2.525 32.813 32.923
H: 5.107 33.113 33.560

The SMILES is CO.CO.CO.CO.CO.CO.CO.CO. For the relative energy (zero: lowest compared OMol25 entry of this formula, charge and spin), the calculation gives 8.671 eV. The value obtained for the orbital gap is 10.0 eV. The lowest unoccupied orbital energy is 0.15 eV.


[4]
Computed, not measured: a 10-piece molecular cluster, C8H34BF4O9 overall at a distorted geometry, with ωB97M-V with the def2-TZVPD basis set.

Cartesian coordinates (Å):
B: 0.292 0.232 0.124
F: -0.528 -0.833 -0.230
F: -0.191 0.898 1.253
F: 1.595 -0.239 0.390
F: 0.357 1.081 -0.969
C: -1.666 -3.977 0.165
O: -2.126 -2.774 0.709
H: -1.469 -3.934 -0.918
H: -0.641 -4.237 0.474
H: -2.267 -4.865 0.350
H: -1.517 -2.102 0.369
C: -3.283 -0.475 -1.799
O: -2.236 0.414 -2.170
H: -2.997 -1.530 -1.771
H: -3.557 -0.275 -0.759
H: -4.140 -0.321 -2.450
H: -1.429 0.184 -1.693
C: 2.666 0.502 3.368
O: 3.431 0.649 2.174
H: 3.246 0.754 4.255
H: 1.854 1.233 3.332
H: 2.298 -0.525 3.417
H: 2.848 0.431 1.430
C: 1.455 -1.812 -2.882
O: 1.899 -0.462 -2.661
H: 0.396 -1.804 -2.615
H: 1.575 -2.044 -3.939
H: 1.939 -2.593 -2.292
H: 1.323 -0.061 -1.995
C: -0.156 2.166 -4.385
O: -1.520 2.399 -4.208
H: 0.409 2.332 -3.459
H: 0.117 1.144 -4.667
H: 0.252 2.864 -5.117
H: -1.941 1.661 -3.749
C: 3.937 -2.483 0.526
O: 2.545 -2.809 0.567
H: 4.209 -1.921 1.421
H: 4.486 -3.424 0.596
H: 4.220 -1.964 -0.390
H: 2.084 -1.954 0.584
C: -0.469 4.270 -0.993
O: 0.869 3.845 -0.817
H: -0.793 4.059 -2.019
H: -1.182 3.817 -0.301
H: -0.603 5.351 -0.913
H: 0.816 2.880 -0.802
C: -1.138 0.799 4.787
O: -2.500 1.048 4.595
H: -0.987 -0.208 5.187
H: -0.548 0.845 3.867
H: -0.633 1.432 5.523
H: -2.662 1.978 4.769
O: -2.915 -0.031 1.990
H: -1.994 0.208 1.813
H: -3.033 0.184 2.926

For the relative energy (zero: lowest compared OMol25 entry of this formula, charge and spin), the calculation gives 0.235 eV. The value obtained for the orbital gap is 9.7 eV. As for the net charge: -1. The lowest unoccupied orbital energy is 2.65 eV.


[5]
Computed, not measured: a 8-piece molecular cluster, C8H34N2O8 overall at a distorted geometry, with ωB97M-V with the def2-TZVPD basis set.

Cartesian coordinates (Å):
C: 4.829 2.643 -1.747
O: 3.808 2.117 -0.934
C: 3.595 0.746 -1.150
C: 2.233 0.380 -0.584
C: 2.027 -1.126 -0.627
N: 1.129 1.072 -1.264
H: 4.919 3.700 -1.499
H: 4.551 2.570 -2.803
H: 5.791 2.164 -1.544
H: 3.611 0.518 -2.226
H: 4.356 0.144 -0.636
H: 2.232 0.674 0.470
H: 1.096 -1.400 -0.130
H: 2.831 -1.597 -0.050
H: 2.084 -1.579 -1.619
H: 1.450 1.999 -1.537
H: 0.945 0.557 -2.126
C: -2.224 2.060 2.057
O: -2.005 1.103 3.073
C: -1.298 0.007 2.552
C: -0.940 -0.951 3.637
C: -0.164 -0.252 4.759
N: -0.133 -2.018 2.995
H: -2.946 2.791 2.426
H: -2.656 1.577 1.177
H: -1.310 2.611 1.802
H: -1.919 -0.502 1.795
H: -0.399 0.343 2.007
H: -1.820 -1.419 4.078
H: -0.797 0.464 5.287
H: 0.678 0.331 4.370
H: 0.243 -0.987 5.455
H: -0.010 -2.793 3.636
H: 0.801 -1.646 2.841
O: -2.048 1.936 -3.399
H: -1.124 1.690 -3.314
H: -2.515 1.219 -2.958
O: 0.134 -2.892 -2.973
H: 0.041 -2.664 -2.044
H: -0.673 -2.574 -3.398
O: -1.588 0.254 -0.956
H: -0.683 0.630 -1.026
H: -1.452 -0.679 -0.740
O: -4.271 0.546 -0.699
H: -4.630 -0.340 -0.601
H: -3.292 0.450 -0.713
O: -2.331 -1.295 -3.539
H: -2.780 -1.264 -4.391
H: -3.022 -1.116 -2.893
O: -1.210 -2.551 -0.346
H: -2.131 -2.789 -0.497
H: -1.016 -2.862 0.549

The SMILES is COC[C@H](C)N.COC[C@H](C)N.O.O.O.O.O.O. For the relative energy (zero: lowest compared OMol25 entry of this formula, charge and spin), the calculation gives 0.171 eV. The value obtained for the orbital gap is 9.8 eV. The lowest unoccupied orbital energy is 0.09 eV.


[6]
Computed, not measured: a 7-piece molecular cluster, C8H35B2O9 overall at a distorted geometry, with ωB97M-V with the def2-TZVPD basis set.

Cartesian coordinates (Å):
O: 13.496 20.985 -12.907
H: 13.606 21.381 -12.016
H: 14.084 21.430 -13.553
H: 12.586 21.204 -13.158
B: 14.389 22.032 -15.442
H: 13.400 21.963 -15.935
H: 14.333 22.774 -14.621
H: 14.628 21.019 -15.064
H: 15.209 22.354 -16.109
B: 13.648 22.427 -10.403
H: 14.198 23.044 -11.137
H: 13.955 22.623 -9.360
H: 12.571 22.630 -10.558
H: 13.816 21.353 -10.606
C: 17.263 22.598 -10.683
C: 18.684 22.287 -11.153
O: 19.244 21.147 -10.466
O: 16.361 21.726 -11.378
H: 16.890 23.602 -10.896
H: 17.166 22.564 -9.596
H: 19.413 23.090 -11.040
H: 18.683 22.089 -12.226
H: 18.484 20.607 -10.229
H: 15.497 21.815 -10.955
C: 10.250 19.660 -13.345
C: 9.946 21.127 -13.026
O: 10.929 22.040 -13.404
O: 11.126 19.051 -12.392
H: 10.652 19.502 -14.346
H: 9.290 19.143 -13.292
H: 9.696 21.257 -11.971
H: 9.055 21.441 -13.575
H: 10.510 22.870 -13.636
H: 10.588 18.579 -11.752
C: 13.841 18.051 -14.656
C: 13.475 18.705 -15.994
O: 14.640 19.120 -16.629
O: 14.566 16.844 -14.827
H: 13.024 17.899 -13.951
H: 14.439 18.800 -14.131
H: 12.843 19.582 -15.836
H: 12.949 18.003 -16.645
H: 14.782 19.982 -16.206
H: 15.066 17.002 -15.634
C: 12.285 19.691 -8.688
C: 13.620 19.508 -8.029
O: 14.711 20.073 -8.768
O: 11.828 21.034 -8.499
H: 11.574 19.026 -8.193
H: 12.200 19.496 -9.758
H: 13.862 18.443 -8.010
H: 13.638 19.885 -7.006
H: 14.400 20.902 -9.155
H: 12.203 21.589 -9.196

For the relative energy (zero: lowest compared OMol25 entry of this formula, charge and spin), the calculation gives 1.437 eV. The value obtained for the orbital gap is 9.1 eV. As for the net charge: -1. The lowest unoccupied orbital energy is 2.26 eV.